# 1
ORCA calculation (ωB97M-V/def2-TZVPD) on the molecule C6H11NO in a non-equilibrium geometry.

Positions of all 19 atoms, in Å:
1 C -0.261 -1.639 -0.434
2 H -3.617 1.861 0.173
3 H -2.494 1.173 1.471
4 C -2.673 1.376 0.418
5 C 2.777 -0.440 0.364
6 N -0.029 0.868 -0.229
7 H -1.322 -1.805 -0.637
8 H 1.196 1.675 -1.355
9 H -0.644 -0.365 1.307
10 C -1.771 1.091 -0.511
11 H 3.751 -0.488 0.850
12 H 1.647 -0.162 2.129
13 H -1.951 1.281 -1.568
14 C -0.092 -0.376 0.371
15 O 0.656 0.872 -1.429
16 H 0.124 -2.489 0.135
17 H 0.275 -1.599 -1.383
18 C 1.650 -0.287 1.048
19 H 2.779 -0.547 -0.719

## Properties
Total charge: 0
Relative energy (zero: lowest compared OMol25 entry of this formula, charge and spin): 145.2 kcal per mole
Spin multiplicity: 1
Orbital gap: 9.48 eV
E_LUMO: 0.037 Ha
Maximum force: 6.9 eV/A


# 2
ORCA calculation (ωB97M-V/def2-TZVPD) on a cluster of 5 separate species, C23H40BrO13S in total in a non-equilibrium geometry.

Positions of all 78 atoms, in Å:
1 O -8.876 -0.963 -6.783
2 C 1.333 1.211 -3.549
3 O 0.871 0.516 -1.025
4 H -2.657 -5.501 -0.080
5 H -5.970 -2.306 -4.037
6 H 3.777 -0.437 1.103
7 C 5.903 -0.505 3.249
8 H 1.796 0.486 5.799
9 H -8.740 -0.656 -8.836
10 C -4.915 -1.685 1.027
11 C -6.243 -2.485 -5.078
12 C 2.828 -0.190 0.627
13 C 6.733 1.243 1.228
14 O -7.359 -2.498 -7.493
15 O -7.371 -1.665 -5.379
16 C 4.599 1.767 2.777
17 O -1.728 -1.778 0.272
18 H -6.493 -3.542 -5.193
19 C 7.590 4.022 2.223
20 O -6.032 -1.695 -1.381
21 H 7.191 0.283 0.776
22 H -9.839 -1.981 -8.320
23 C 4.916 -0.802 4.410
24 H -10.300 -0.287 -8.084
25 H 6.105 5.985 2.494
26 H -8.977 0.521 -1.962
27 H 7.374 4.706 5.518
28 H 2.746 2.245 4.086
29 C 2.007 0.511 -1.435
30 H -7.419 0.153 -2.718
31 O -6.043 -0.862 0.734
32 C -9.461 -0.984 -8.084
33 C 5.769 0.794 2.415
34 C -1.724 -3.039 -0.190
35 Br 8.850 1.363 3.833
36 H 4.736 4.908 3.130
37 H -0.861 -5.521 -0.009
38 H 4.460 2.737 2.180
39 H 6.468 3.296 4.123
40 C 6.899 4.253 3.648
41 H 2.375 0.642 1.170
42 H -0.759 -0.867 -1.326
43 H -1.821 -5.829 1.447
44 H 5.673 6.128 4.270
45 H 6.882 4.333 1.363
46 O -7.550 -0.157 -0.665
47 C 3.752 0.176 4.754
48 O 2.399 0.835 -2.677
49 H 8.509 4.715 2.108
50 H 5.007 -1.768 5.001
51 H 3.167 -0.072 6.978
52 H 2.390 -1.262 5.814
53 C -6.495 -0.978 -0.525
54 H 6.761 -1.213 2.952
55 H -4.069 -1.417 0.394
56 O 3.099 0.180 -0.725
57 C 2.731 -0.164 5.930
58 H 0.631 0.384 -3.678
59 H -8.518 -1.172 -2.202
60 C -1.677 -0.779 -0.748
61 O -1.682 -3.369 -1.350
62 S 8.164 2.286 1.894
63 H -5.167 -2.742 0.909
64 H -2.553 -0.847 -1.399
65 C 5.741 5.382 3.413
66 C -7.821 -1.782 -6.639
67 C 3.587 1.494 3.915
68 O 7.833 4.785 4.644
69 H 1.766 1.450 -4.521
70 O -1.775 -3.870 0.865
71 H 0.820 2.098 -3.172
72 C -8.138 -0.175 -1.964
73 H -5.393 -2.217 -5.709
74 H -1.685 0.197 -0.261
75 H -4.635 -1.512 2.067
76 C -1.778 -5.255 0.520
77 H 6.098 1.814 0.469
78 H 2.185 -1.073 0.664

## Properties
Total charge: +1
Spin multiplicity: 1
Orbital gap: 6.17 eV
E_LUMO: -0.204 Ha
Maximum force: 4.4 eV/A